[1]
24
Properties=species:S:1:pos:R:3 method="wB97M-V/def2-TZVPD" de_lowest_kj_mol=831.4 energy_ev=-12385.32249 total_charge=+2 largest_force_ev_per_a=4.767 homo_lumo_gap_ha="0.309 / 0.298"
C 1.100 -0.766 0.554
C -1.328 0.250 0.720
C -0.700 1.178 -2.498
C 0.526 2.887 -1.091
C 0.223 -3.282 2.751
C -0.624 1.857 -1.202
N 0.791 0.382 0.034
N 0.178 -1.510 1.055
N -0.532 0.860 -0.028
N -0.097 -2.688 1.517
H 2.186 -0.980 0.426
H -2.368 0.272 0.892
H -0.140 0.240 -2.669
H -0.322 1.740 -3.337
H -1.667 0.866 -2.858
H 1.367 2.442 -1.535
H 0.790 3.204 -0.070
H 0.363 3.966 -1.395
H 1.033 -2.765 3.385
H -0.702 -3.615 3.482
H 0.671 -4.302 2.492
H -1.570 2.316 -0.816
H 1.350 0.794 -0.690
H -0.525 -3.343 0.880

***

[2]
7
Properties=species:S:1:pos:R:3 method="wB97M-V/def2-TZVPD" de_lowest_kj_mol=450.0 energy_ev=-10686.82049 largest_force_ev_per_a=3.660 homo_lumo_gap_ha="0.321 / 0.304"
C -0.366 -0.545 -0.091
N 0.794 0.250 0.091
I 1.850 0.871 -1.519
H -1.200 0.104 0.115
H -0.294 -1.003 -1.108
H -0.693 -1.360 0.479
H -0.090 1.682 2.032

***

[3]
8
Properties=species:S:1:pos:R:3 method="wB97M-V/def2-TZVPD" de_lowest_kj_mol=427.7 energy_ev=-143692.60993 largest_force_ev_per_a=2.815 homo_lumo_gap_ha="0.316 / 0.290"
C 0.007 -0.375 -0.159
C -0.019 1.001 -0.408
N -0.830 -1.208 -0.559
Br 1.697 -1.043 0.731
Br 1.586 1.910 -0.005
H -0.845 0.500 1.843
H -0.701 1.381 -1.114
H -0.896 -2.167 -0.330

***

[4]
140
Properties=species:S:1:pos:R:3 method="wB97M-V/def2-TZVPD" smiles="CNC(C)=O.CNC(C)=O.CNC(C)=O.CNC(C)=O.CNC(C)=O.CNC(C)=O.CNC(C)=O.CNC(C)=O.CNC(C)=O.COCCOC.COCCOC" de_lowest_kj_mol=299.9 energy_ev=-77666.10444 largest_force_ev_per_a=5.804 homo_lumo_gap_ha=0.331
C 3.904 15.921 -7.969
N 4.666 17.093 -7.774
C 4.246 18.364 -7.945
C 3.116 18.624 -8.848
O 4.787 19.361 -7.486
H 3.952 15.425 -7.000
H 4.090 15.348 -8.878
H 2.833 16.118 -7.917
H 5.435 16.963 -7.132
H 3.217 18.007 -9.741
H 3.232 19.608 -9.302
H 2.165 18.493 -8.332
C -0.496 10.774 -8.253
N -0.976 11.607 -7.138
C -1.260 11.221 -5.884
C -1.830 12.235 -4.794
O -1.074 10.094 -5.542
H -0.561 9.711 -8.021
H 0.478 10.987 -8.692
H -1.153 11.021 -9.087
H -1.124 12.575 -7.385
H -2.834 12.028 -4.424
H -1.660 13.247 -5.162
H -1.176 12.284 -3.922
C 3.287 11.427 -14.588
N 3.587 9.951 -14.561
C 4.214 9.303 -13.595
C 4.256 7.774 -13.705
O 4.631 9.856 -12.615
H 2.388 11.455 -15.203
H 4.085 12.035 -15.015
H 2.940 11.768 -13.612
H 3.429 9.491 -15.446
H 3.249 7.390 -13.863
H 4.749 7.490 -12.775
H 4.774 7.501 -14.625
C 0.417 5.358 -11.760
N 0.554 6.805 -11.693
C 1.468 7.514 -11.035
C 1.420 9.032 -10.953
O 2.450 7.043 -10.521
H 0.416 4.956 -12.773
H -0.634 5.200 -11.521
H 0.981 4.872 -10.964
H -0.226 7.313 -12.085
H 1.600 9.319 -11.989
H 2.119 9.450 -10.229
H 0.432 9.427 -10.716
C 7.399 12.062 -15.035
N 7.315 13.552 -15.207
C 8.203 14.398 -14.740
C 8.203 15.803 -15.175
O 9.044 14.079 -13.995
H 8.390 11.654 -14.834
H 7.211 11.536 -15.971
H 6.939 11.751 -14.096
H 6.677 13.983 -15.861
H 7.237 16.027 -15.627
H 8.943 15.806 -15.975
H 8.419 16.386 -14.279
C 7.824 13.566 -7.276
N 8.766 14.590 -6.889
C 8.512 15.922 -6.828
C 9.798 16.777 -6.469
O 7.439 16.408 -6.951
H 6.954 13.737 -6.643
H 8.129 12.525 -7.385
H 7.376 14.020 -8.161
H 9.712 14.276 -6.729
H 10.286 17.217 -7.338
H 10.462 16.111 -5.918
H 9.589 17.632 -5.826
C 8.920 16.092 -10.711
N 7.488 16.612 -10.709
C 7.103 17.444 -11.684
C 5.696 18.019 -11.615
O 7.826 17.780 -12.604
H 8.827 15.177 -10.127
H 9.509 16.759 -10.082
H 9.358 15.893 -11.689
H 6.808 16.433 -9.983
H 5.433 18.481 -12.567
H 5.642 18.733 -10.793
H 4.860 17.341 -11.443
C 6.559 12.514 -10.947
N 5.273 11.954 -10.478
C 4.600 12.473 -9.458
C 3.147 12.227 -9.395
O 5.109 13.196 -8.662
H 7.238 12.740 -10.125
H 6.316 13.380 -11.563
H 7.183 11.874 -11.571
H 4.702 11.386 -11.087
H 2.797 11.456 -10.082
H 2.531 13.100 -9.607
H 2.924 12.208 -8.329
C 0.492 15.546 -14.083
N 1.858 15.553 -13.628
C 2.340 14.620 -12.786
C 3.703 14.814 -12.172
O 1.590 13.696 -12.386
H 0.158 16.532 -14.404
H -0.230 15.222 -13.333
H 0.431 14.938 -14.986
H 2.393 16.383 -13.837
H 4.343 13.956 -12.376
H 3.659 14.946 -11.091
H 4.095 15.760 -12.545
C -0.535 14.922 -10.653
O -1.516 15.049 -9.576
C -1.821 16.393 -9.062
C -1.392 16.552 -7.481
O 0.043 16.507 -7.315
C 0.444 16.662 -6.010
H 0.167 15.755 -10.697
H -1.118 14.728 -11.553
H -0.030 13.957 -10.621
H -2.910 16.409 -9.028
H -1.569 17.177 -9.776
H -1.921 15.865 -6.821
H -1.810 17.538 -7.279
H 0.441 15.757 -5.403
H -0.029 17.408 -5.371
H 1.501 16.798 -5.786
C 9.212 9.713 -9.995
O 10.076 9.917 -11.116
C 9.414 9.844 -12.378
C 10.411 10.018 -13.510
O 11.149 8.895 -13.864
C 12.466 9.268 -14.243
H 9.802 9.674 -9.079
H 8.699 8.754 -9.920
H 8.632 10.621 -9.832
H 8.676 10.644 -12.318
H 8.735 9.028 -12.625
H 10.986 10.918 -13.290
H 9.809 10.171 -14.406
H 12.591 9.652 -15.255
H 13.099 8.391 -14.107
H 12.934 9.979 -13.563

***

[5]
22
Properties=species:S:1:pos:R:3 method="wB97M-V/def2-TZVPD" de_lowest_kj_mol=597.9 energy_ev=-13381.23922 largest_force_ev_per_a=4.205 homo_lumo_gap_ha=0.330
C -2.011 -0.782 -1.103
C -1.351 0.524 -0.625
C 1.455 -0.521 -0.561
C 1.369 0.031 1.902
C 0.822 0.309 0.583
N -1.395 -1.393 1.154
N -0.584 0.359 0.608
N -1.985 -1.750 0.121
N -2.374 1.457 -0.381
O -2.589 -2.787 -0.053
H -2.963 -0.549 -1.414
H -1.372 -1.073 -1.899
H -0.744 1.106 -1.497
H 2.454 -0.548 -0.500
H 1.261 -1.596 -0.594
H 1.296 -0.077 -1.545
H 2.486 0.316 2.074
H 1.251 -1.056 2.050
H 0.778 0.650 2.602
H 1.035 1.391 0.405
H -3.005 1.063 0.402
H -2.052 2.302 0.083

***

[6]
9
Properties=species:S:1:pos:R:3 method="wB97M-V/def2-TZVPD" de_lowest_kj_mol=134.1 energy_ev=-36116.73601 largest_force_ev_per_a=1.086 homo_lumo_gap_ha=0.301
S -2.399 -1.056 -0.774
C -1.235 -0.038 -0.251
S -1.355 1.714 -0.355
C -0.150 -0.597 0.597
N 1.116 -0.614 0.448
S 1.854 0.029 -0.943
H -0.309 2.018 0.449
H -0.586 -0.948 1.564
H 3.063 -0.508 -0.736

***

[7]
166
Properties=species:S:1:pos:R:3 method="wB97M-V/def2-TZVPD" energy_ev=-126609.70623 total_charge=+1 largest_force_ev_per_a=1.118 homo_lumo_gap_ha=0.244
C 6.327 -4.394 1.997
C 6.453 -3.876 0.569
C 5.940 -2.448 0.441
C 4.467 -2.350 0.853
C 3.652 -1.395 0.004
C 2.167 -1.676 0.170
C 1.279 -0.773 -0.675
C 0.835 0.482 0.058
C -0.025 0.256 1.283
C -1.424 -0.245 0.941
C -2.463 0.106 2.003
C -3.886 0.290 1.458
C -4.895 -0.741 1.981
C -6.269 -0.131 2.242
C -7.359 -1.209 2.401
C -8.556 -0.873 1.548
N -9.544 -1.974 1.382
C -9.540 -3.050 2.164
C -10.471 -4.042 1.998
C -11.445 -3.915 1.031
C -12.481 -4.984 0.991
O -13.633 -4.762 1.162
O -11.937 -6.192 0.825
C -11.448 -2.800 0.201
B -12.455 -2.522 -0.999
N -13.487 -3.444 -1.396
O -12.229 -1.311 -1.623
C -10.469 -1.858 0.421
H 6.465 -3.595 2.716
H 7.064 -5.161 2.195
H 5.352 -4.826 2.181
H 7.477 -3.954 0.233
H 5.816 -4.491 -0.062
H 6.061 -2.088 -0.570
H 6.517 -1.856 1.144
H 4.034 -3.339 0.708
H 4.411 -2.119 1.903
H 3.933 -1.483 -1.041
H 3.815 -0.366 0.316
H 1.994 -2.725 -0.036
H 1.957 -1.553 1.228
H 0.419 -1.324 -1.041
H 1.837 -0.440 -1.543
H 1.737 1.019 0.331
H 0.288 1.111 -0.631
H 0.460 -0.432 1.965
H -0.127 1.203 1.808
H -1.375 -1.319 0.796
H -1.710 0.186 -0.015
H -2.446 -0.660 2.766
H -2.156 1.034 2.467
H -3.887 0.247 0.377
H -4.247 1.268 1.757
H -5.040 -1.516 1.237
H -4.555 -1.198 2.901
H -6.236 0.446 3.156
H -6.528 0.531 1.426
H -7.671 -1.225 3.438
H -6.965 -2.191 2.172
H -8.263 -0.531 0.567
H -9.092 -0.058 2.018
H -8.799 -3.123 2.932
H -10.433 -4.896 2.644
H -12.444 -6.819 1.358
H -13.655 -3.401 -2.395
H -14.372 -3.216 -0.956
H -12.167 -1.416 -2.577
H -10.419 -0.987 -0.202
C 0.499 4.417 -2.118
N 1.704 3.569 -2.295
O 1.585 2.363 -2.304
O 2.776 4.123 -2.424
H -0.363 3.768 -2.030
H 0.635 5.013 -1.220
H 0.423 5.053 -2.992
C 4.644 1.551 -3.217
N 5.707 0.551 -3.507
O 5.402 -0.615 -3.579
O 6.837 0.985 -3.659
H 3.695 1.041 -3.102
H 4.918 2.070 -2.306
H 4.627 2.244 -4.052
C 4.733 0.479 5.145
N 4.975 -0.054 3.774
O 4.504 0.539 2.822
O 5.632 -1.072 3.699
H 4.134 1.377 5.055
H 4.206 -0.292 5.697
H 5.700 0.690 5.603
C 6.660 2.986 2.040
N 6.969 3.199 3.476
O 6.036 3.307 4.243
O 8.138 3.243 3.786
H 5.582 2.961 1.933
H 7.105 3.806 1.488
H 7.109 2.041 1.751
C 3.143 -6.594 -0.155
N 2.342 -5.489 -0.746
O 2.463 -5.260 -1.929
O 1.616 -4.869 0.008
H 3.740 -7.039 -0.941
H 3.772 -6.162 0.619
H 2.451 -7.314 0.268
C -12.732 1.608 -3.176
N -12.393 2.616 -4.219
O -11.822 2.221 -5.212
O -12.712 3.759 -3.990
H -12.386 0.644 -3.521
H -12.233 1.904 -2.259
H -13.810 1.619 -3.046
C 8.619 3.803 -4.478
N 7.425 4.317 -3.755
O 7.577 4.768 -2.637
O 6.359 4.232 -4.321
H 9.486 3.937 -3.843
H 8.434 2.753 -4.685
H 8.707 4.370 -5.400
C 1.968 3.765 -6.708
N 1.156 4.322 -5.593
O 1.359 5.461 -5.248
O 0.327 3.582 -5.089
H 2.652 4.533 -7.044
H 2.497 2.901 -6.320
H 1.279 3.471 -7.494
C 7.665 0.071 9.373
N 6.724 0.171 8.224
O 5.552 -0.064 8.421
O 7.203 0.488 7.155
H 7.099 -0.217 10.250
H 8.409 -0.675 9.115
H 8.126 1.045 9.496
C 7.481 6.959 -0.603
N 6.792 7.507 0.599
O 7.251 8.508 1.109
O 5.816 6.908 0.996
H 8.328 7.595 -0.827
H 7.795 5.949 -0.366
H 6.763 6.951 -1.415
C 8.101 6.717 3.669
N 9.351 6.342 4.385
O 10.291 5.957 3.722
O 9.343 6.448 5.592
H 8.261 6.570 2.611
H 7.310 6.075 4.041
H 7.893 7.758 3.892
C -2.453 2.441 -5.733
N -3.739 2.737 -5.045
O -3.701 3.348 -3.999
O -4.752 2.340 -5.581
H -1.643 2.853 -5.150
H -2.375 1.361 -5.814
H -2.503 2.898 -6.717
C -6.326 -0.798 -4.370
N -5.106 -1.638 -4.519
O -5.242 -2.842 -4.494
O -4.053 -1.053 -4.652
H -7.181 -1.452 -4.258
H -6.181 -0.177 -3.491
H -6.410 -0.180 -5.258
C -0.312 -9.620 1.108
N 1.070 -10.175 1.103
O 1.201 -11.374 1.055
O 1.980 -9.369 1.150
H -1.009 -10.447 1.065
H -0.427 -9.049 2.024
H -0.405 -8.975 0.241

***

[8]
40
Properties=species:S:1:pos:R:3 method="wB97M-V/def2-TZVPD" de_lowest_kj_mol=64.8 energy_ev=-96112.65369 total_charge=-1 largest_force_ev_per_a=0.684 s2=2.017 multiplicity=3 homo_lumo_gap_ha="0.211 / 0.247"
Pt -0.292 -0.030 1.559
N 2.040 0.229 2.038
C 2.775 1.468 2.304
C 2.218 2.705 1.620
N 0.865 3.001 2.026
H 2.177 -0.465 2.761
H 2.347 -0.206 1.177
H 3.820 1.369 1.988
H 2.786 1.638 3.385
H 2.223 2.536 0.539
H 2.932 3.519 1.819
H 0.391 3.680 1.451
H 0.777 3.255 2.999
C -2.829 -1.003 -0.524
C -2.880 0.389 0.108
C -2.417 1.428 -0.917
C -4.317 0.701 0.535
N -2.033 0.487 1.281
H -3.501 -1.074 -1.387
H -3.117 -1.758 0.212
H -1.812 -1.231 -0.852
H -3.011 1.365 -1.837
H -1.367 1.260 -1.167
H -2.515 2.435 -0.503
H -4.995 0.698 -0.325
H -4.357 1.681 1.015
H -4.665 -0.044 1.255
Br 2.211 -3.699 -4.729
C 1.787 -2.569 -3.264
C 1.689 -1.205 -3.470
N 1.379 -0.361 -2.492
C 1.166 -0.877 -1.274
C 1.271 -2.230 -0.973
C 1.583 -3.098 -2.004
C 1.122 -2.815 0.447
O 1.220 -4.041 0.520
O 0.948 -2.004 1.408
H 1.866 -0.786 -4.455
H 0.856 -0.193 -0.485
H 1.659 -4.156 -1.789